{
  "formula": "C18H54N2O8",
  "method": "ωB97M-V/def2-TZVPD",
  "spin_multiplicity": 1,
  "charge": 0,
  "relative_energy_ev": 10.088,
  "e_tot_ev": -38889.4257,
  "lumo_energy_ev": 0.04,
  "homo_energy_ev": -7.68,
  "fmax_ha_per_bohr": 0.17391,
  "elements": ["O", "H", "H", "C", "C", "O", "H", "H", "H", "H", "H", "H", "C", "C", "O", "H", "H", "H", "H", "H", "H", "C", "C", "O", "H", "H", "H", "H", "H", "H", "C", "C", "O", "H", "H", "H", "H", "H", "H", "C", "C", "O", "H", "H", "H", "H", "H", "H", "C", "C", "C", "O", "C", "N", "H", "H", "H", "H", "H", "H", "H", "H", "H", "H", "H", "C", "C", "C", "O", "C", "N", "H", "H", "H", "H", "H", "H", "H", "H", "H", "H", "H"],
  "xyz": [[12.26330, 13.76851, 13.21940], [12.14285, 12.85231, 13.46903], [12.53109, 13.73382, 12.30108], [12.03620, 14.05609, 16.44503], [12.52442, 15.36662, 17.15038], [13.59572, 16.01793, 16.42172], [11.63861, 14.19626, 15.43985], [11.33135, 13.69070, 17.19187], [12.79126, 13.29144, 16.26256], [12.92824, 15.13081, 18.13498], [11.77647, 16.15939, 17.16385], [13.35858, 16.24030, 15.51844], [13.29467, 19.23688, 14.00030], [13.77880, 20.72462, 14.05847], [15.15477, 20.99120, 13.77801], [12.28108, 19.22700, 14.40109], [13.80942, 18.52319, 14.64353], [13.40657, 18.86842, 12.98059], [13.35990, 21.22446, 14.93184], [13.17270, 21.15428, 13.26088], [15.31135, 21.93241, 13.67222], [13.49808, 17.11841, 10.53943], [14.31001, 16.94164, 11.73233], [15.62522, 16.76804, 11.35300], [12.52996, 17.47782, 10.88821], [13.31247, 16.25870, 9.89557], [13.81146, 17.89387, 9.84045], [14.00245, 15.99262, 12.17147], [14.23608, 17.80878, 12.38862], [16.13601, 16.86852, 12.15959], [8.52466, 17.92755, 13.25809], [9.09703, 19.30399, 13.55750], [9.74007, 19.82986, 12.40541], [7.73360, 17.87851, 14.00637], [9.14076, 17.03155, 13.33356], [7.92267, 17.81770, 12.35606], [9.66303, 19.34292, 14.48823], [8.26940, 19.97524, 13.78673], [10.14554, 20.68251, 12.57911], [11.08803, 17.10380, 14.32799], [12.31175, 16.52912, 13.56022], [12.78675, 15.38741, 14.22972], [10.30224, 16.34927, 14.29169], [10.69660, 18.00008, 13.84678], [11.41062, 17.18051, 15.36634], [13.10875, 17.26779, 13.47503], [12.11050, 16.28635, 12.51683], [12.22608, 14.67251, 13.91960], [7.90050, 15.77412, 14.40751], [7.33887, 15.94558, 15.82744], [7.03539, 17.40887, 16.30011], [6.67457, 17.60470, 17.68204], [7.71219, 17.58961, 18.64567], [6.16410, 15.12757, 16.05646], [8.73948, 16.46335, 14.31157], [7.13708, 16.06728, 13.68685], [8.31728, 14.79065, 14.19030], [8.08563, 15.44503, 16.44379], [6.23120, 17.80590, 15.68062], [7.94893, 17.99895, 16.22711], [7.28286, 17.61369, 19.64727], [8.45088, 18.36897, 18.45849], [8.17839, 16.60915, 18.54845], [5.68856, 15.33691, 16.92256], [5.53100, 15.53206, 15.38142], [16.98521, 15.38261, 14.33486], [15.92524, 14.48663, 13.63802], [16.62157, 13.07976, 13.42136], [15.76724, 12.41288, 12.37208], [15.99874, 11.01536, 12.11647], [14.69302, 14.41457, 14.46740], [17.35089, 14.73456, 15.13136], [16.39546, 16.26674, 14.57696], [17.73637, 15.66265, 13.59633], [15.70096, 14.93665, 12.67092], [16.57966, 12.45586, 14.31417], [17.65722, 13.20424, 13.10511], [16.70414, 10.59055, 12.83064], [16.70685, 10.92363, 11.29289], [15.10762, 10.43544, 11.87625], [14.26875, 15.32934, 14.52481], [14.07888, 13.72862, 14.05219]]
}

{
  "formula": "C18H54O18",
  "method": "ωB97M-V/def2-TZVPD",
  "spin_multiplicity": 1,
  "charge": 0,
  "relative_energy_ev": 3.686,
  "smiles": "OCCO.OCCO.OCCO.OCCO.OCCO.OCCO.OCCO.OCCO.OCCO",
  "e_tot_ev": -56389.2648,
  "lumo_energy_ev": 0.27,
  "homo_energy_ev": -9.64,
  "fmax_ha_per_bohr": 0.06540,
  "elements": ["O", "C", "C", "O", "H", "H", "H", "H", "H", "H", "O", "C", "C", "O", "H", "H", "H", "H", "H", "H", "O", "C", "C", "O", "H", "H", "H", "H", "H", "H", "O", "C", "C", "O", "H", "H", "H", "H", "H", "H", "O", "C", "C", "O", "H", "H", "H", "H", "H", "H", "O", "C", "C", "O", "H", "H", "H", "H", "H", "H", "O", "C", "C", "O", "H", "H", "H", "H", "H", "H", "O", "C", "C", "O", "H", "H", "H", "H", "H", "H", "O", "C", "C", "O", "H", "H", "H", "H", "H", "H"],
  "xyz": [[-14.27978, -13.42611, -14.19813], [-14.94253, -14.66823, -13.97138], [-15.61527, -15.10916, -15.22043], [-14.59853, -15.36982, -16.24373], [-14.82997, -12.67960, -14.44634], [-14.29531, -15.42672, -13.53103], [-15.73103, -14.59846, -13.22205], [-16.15470, -14.27971, -15.67773], [-16.33416, -15.92717, -15.26690], [-13.95585, -14.66370, -16.34346], [-20.60668, -16.83400, -11.04467], [-19.31738, -16.76584, -11.57226], [-19.21913, -15.43652, -12.43292], [-19.53463, -14.25489, -11.68188], [-20.91450, -17.73308, -10.90865], [-18.65757, -16.66588, -10.71043], [-19.04719, -17.62201, -12.19037], [-19.74928, -15.47733, -13.38443], [-18.16783, -15.41131, -12.71969], [-20.43219, -14.33466, -11.35079], [-14.29988, -18.51505, -16.90181], [-15.40041, -18.24640, -17.73379], [-16.04083, -19.47800, -18.30053], [-15.14939, -20.38276, -18.85091], [-13.82473, -17.69491, -16.74949], [-16.18396, -17.62223, -17.30417], [-15.13476, -17.73338, -18.65810], [-16.88832, -19.26292, -18.95137], [-16.59969, -19.96527, -17.50157], [-14.50611, -19.96953, -19.43145], [-18.65741, -16.27672, -16.71458], [-19.34405, -17.42005, -16.26704], [-18.48666, -18.49886, -15.60033], [-17.60467, -17.83725, -14.62194], [-17.85185, -16.26440, -16.19255], [-20.20081, -17.26562, -15.61113], [-19.94126, -17.72490, -17.12640], [-17.96675, -18.98044, -16.42851], [-19.03166, -19.26833, -15.05353], [-16.90618, -18.44260, -14.36260], [-10.94485, -8.18684, -15.17741], [-11.44810, -8.60552, -13.93101], [-12.47180, -9.71304, -14.10446], [-11.95249, -11.05523, -14.44322], [-11.67491, -8.06797, -15.78936], [-10.62862, -8.93667, -13.29313], [-11.98540, -7.75228, -13.51701], [-13.21212, -9.42575, -14.85112], [-12.97607, -9.92963, -13.16271], [-12.66894, -11.66155, -14.24155], [-9.49236, -13.10902, -18.93050], [-10.42166, -12.26085, -18.37156], [-11.16906, -12.76399, -17.08750], [-11.83456, -14.00750, -17.16932], [-9.69436, -13.52398, -19.77228], [-10.03793, -11.29771, -18.03511], [-11.13812, -11.97310, -19.14097], [-11.84381, -12.02318, -16.65855], [-10.29201, -12.85908, -16.44731], [-11.17128, -14.66163, -17.40120], [-17.10475, -8.70353, -16.03365], [-17.72462, -9.84741, -15.52749], [-16.82299, -10.71726, -14.57787], [-15.63628, -11.15762, -15.08005], [-16.91195, -8.14827, -15.27463], [-18.56218, -9.48885, -14.92912], [-18.09362, -10.44565, -16.36058], [-17.37414, -11.60810, -14.27663], [-16.80685, -10.02004, -13.74018], [-15.35872, -10.68165, -15.86619], [-16.45275, -11.95424, -8.45233], [-17.03641, -11.62836, -9.75002], [-16.11128, -12.12611, -10.86233], [-15.35463, -11.03143, -11.20696], [-16.31607, -11.04493, -8.17650], [-18.02490, -12.06753, -9.88462], [-17.13938, -10.54324, -9.74835], [-16.77994, -12.50239, -11.63655], [-15.52713, -13.00078, -10.57628], [-14.73692, -10.92681, -10.47958], [-11.22991, -15.24046, -14.03509], [-11.01578, -14.02844, -13.37601], [-9.99697, -14.19050, -12.08956], [-9.62876, -12.93177, -11.53417], [-11.73744, -15.00339, -14.81471], [-10.45228, -13.36209, -14.02912], [-11.94014, -13.58874, -13.00141], [-9.03086, -14.65406, -12.28920], [-10.52895, -14.84889, -11.40282], [-8.70222, -12.73453, -11.68980]]
}

| no. | orbital gap (eV) |
| --- | --- |
| 1 | 7.72 |
| 2 | 9.91 |